(1)
Entry from the OMol25 dataset: a structure of composition C3H6O3Tb at a distorted geometry (wB97M-V/def2-TZVPD).

Last column: Mulliken charge in e.
Cartesian coordinates (Å):
O 1.7408 2.8241 0.2685  -0.91
C 0.4297 2.5961 0.1092  -0.02
C -0.0177 1.3765 -0.2704  -0.26
O 0.8276 0.3017 -0.1191  -0.71
C -0.4300 -1.6105 0.1569  -0.35
Tb 2.9665 1.1252 -0.2083  1.35
H -0.2793 3.4221 0.2611  0.34
H -1.0602 1.2101 -0.5724  0.30
H 0.5214 -2.1360 -0.0144  0.18
H -0.7755 -1.1549 1.0959  0.26
H -0.9608 -1.3596 -0.7755  0.23
O -1.4073 -3.0996 0.4654  -0.66
H -1.5552 -3.4953 -0.3969  0.25

The largest force on an atom comes out at 5.22 eV/A. The LUMO energy (alpha / beta) comes out at -0.59 / -1.59 eV. The relative energy (zero: lowest compared OMol25 entry of this formula, charge and spin) is 0.00 kJ/mol. The multiplicity is 8. The total energy comes out at -31780.8030 eV. The HOMO-LUMO gap (alpha / beta) comes out at 6.1 / 5.1 eV.

---

(2)
Entry from the OMol25 dataset: a cluster of 2 separate species, C5H11O2 in total at a distorted geometry (wB97M-V/def2-TZVPD).

Last column: Mulliken charge in e.
Cartesian coordinates (Å):
C 0.4645 -2.5040 0.5490  -1.01
C -1.0760 -2.7186 0.3903  0.60
O -1.6723 -2.2743 -0.6070  -0.69
O -1.5311 -3.4080 1.3425  -0.74
H 0.7952 -1.7848 1.3099  0.21
H 1.0310 -2.2846 -0.3622  0.32
H 0.8769 -3.4377 0.9460  0.34
C 0.7704 1.5769 -0.4191  -0.23
C 0.0091 2.8661 0.0235  -1.16
C -0.3077 0.4960 -0.7213  -1.02
H 1.3391 1.8718 -1.3035  0.30
H 1.4302 1.3360 0.4119  0.25
H -0.8004 2.6838 0.7369  0.32
H -0.3911 3.3453 -0.8726  0.29
H -1.1539 0.8193 -1.3082  0.37
H 0.1362 -0.4536 -0.9846  0.24
H 0.6406 3.5884 0.5414  0.35
H -0.5606 0.2818 0.3272  0.25

The total charge is -1. The largest force on an atom comes out at 3.12 eV/A. The LUMO energy comes out at 3.60 eV. The relative energy (zero: lowest compared OMol25 entry of this formula, charge and spin) is 65.42 kJ/mol. The total energy comes out at -9459.3512 eV. The HOMO-LUMO gap comes out at 7.4 eV.

---

- Among the records above, which one has the lowest relative energy (zero: lowest compared OMol25 entry of this formula, charge and spin)?
  C3H6O3Tb